{
  "formula": "C33H34N2O2PRu",
  "method": "wB97M-V/def2-TZVPD",
  "molar_mass_da": 622.69,
  "total_charge": 2,
  "energy_ha": -1973.5885,
  "homo_energy_ev": [-14.0, -14.1],
  "multiplicity": 2,
  "relative_energy_kj_mol": 154.20,
  "species": ["Ru", "P", "O", "O", "N", "N", "C", "C", "C", "C", "C", "C", "C", "C", "C", "C", "C", "C", "C", "C", "C", "C", "C", "C", "C", "C", "C", "C", "C", "C", "C", "C", "C", "C", "C", "C", "C", "C", "C", "H", "H", "H", "H", "H", "H", "H", "H", "H", "H", "H", "H", "H", "H", "H", "H", "H", "H", "H", "H", "H", "H", "H", "H", "H", "H", "H", "H", "H", "H", "H", "H", "H", "H"],
  "xyz": [[-0.090367, -0.617625, -0.090745], [0.176933, 1.286475, 1.626255], [1.293333, -1.118225, 1.787355], [3.357533, -0.720625, 2.517255], [1.216633, -2.732325, -0.456945], [1.887833, -0.207325, -1.339745], [-0.249167, 5.472475, -0.207645], [-2.362067, -0.321125, -1.056945], [3.624033, -1.089125, -2.772445], [3.786933, -3.481825, -3.035445], [0.184233, 5.369175, 1.107255], [-2.709467, -1.271325, 1.170655], [2.266533, 1.015875, -1.656245], [-1.857967, -1.736425, -3.082345], [-0.881867, -0.673225, -3.610645], [4.235833, -2.223625, -3.344045], [-1.918067, -2.656425, -0.675745], [-0.380667, 3.087675, -0.360045], [2.174433, -2.588425, -1.472745], [0.043833, 2.979175, 0.964655], [1.927333, 1.156875, 2.170155], [-1.237567, 0.334175, 5.338355], [-1.415467, -3.128225, -3.527145], [-0.524267, 4.329775, -0.947245], [-2.255667, -2.499425, 0.668355], [2.753733, -3.667825, -2.112845], [3.992733, 0.228575, -3.102345], [-2.297367, 1.219675, 5.487055], [-0.771767, 1.258175, 3.169655], [-1.864367, 2.120375, 3.301455], [-0.474367, 0.346575, 4.185655], [2.253733, -0.388225, 2.167355], [-2.612767, 2.102775, 4.462855], [-3.295467, -1.166325, 2.533755], [3.321833, 1.282875, -2.533945], [-2.705567, -0.172225, 0.294955], [0.338133, 4.127575, 1.699955], [2.564133, -1.270325, -1.839945], [-2.012167, -1.586325, -1.586445], [4.795733, 0.400875, -3.802445], [5.050133, -2.088425, -4.036745], [-0.608767, 2.172175, -0.911845], [-2.829567, -1.853225, 3.234755], [0.671033, 4.054075, 2.724755], [-0.003867, -0.619425, -2.951845], [-2.274567, -3.365925, 1.314155], [1.708033, 1.835775, -1.212145], [-0.435867, -3.373025, -3.119945], [-1.682467, -3.647225, -1.034445], [-1.011967, -0.374125, 6.119955], [2.596233, 1.653975, 1.459755], [-2.534567, 0.509675, -1.733545], [-0.371567, 6.444675, -0.658345], [-2.137167, -3.886725, -3.234845], [-0.545467, -0.939025, -4.608845], [-1.339967, 0.310875, -3.670545], [0.353133, -0.341325, 4.086855], [-4.355867, -1.422625, 2.476655], [1.583333, -2.452925, 0.468055], [-2.842067, -1.541725, -3.528845], [2.108333, 1.572775, 3.166355], [2.438933, -4.669025, -1.857145], [-3.457567, 2.767975, 4.551055], [3.577933, 2.305075, -2.762245], [-2.099567, 2.813375, 2.503355], [-3.230067, -0.153225, 2.919555], [-3.085267, 0.782675, 0.638255], [0.891533, -3.695525, -0.390845], [-2.872167, 1.227075, 6.398755], [-0.852367, 4.411075, -1.971945], [4.249133, -4.349725, -3.476345], [0.407233, 6.261775, 1.670855], [-1.343267, -3.152425, -4.611545]],
  "atomic_forces_ev_per_a": [[1.48, -1.04, 3.39], [1.12, 0.77, -0.20], [-3.03, -1.67, -2.49], [-0.37, -0.67, -0.08], [-0.82, 0.58, 0.78], [-1.73, 0.43, 1.13], [-0.01, -0.15, -0.08], [0.20, 0.10, -0.24], [-0.33, -0.11, 0.30], [0.29, 0.34, -0.27], [0.06, -0.03, -0.02], [0.38, 0.29, -0.09], [-0.13, 0.26, 0.05], [0.31, -0.03, -0.25], [0.08, -0.08, 0.12], [-0.12, -0.38, 0.06], [-0.28, 0.08, 0.05], [-0.11, -0.28, 0.13], [0.87, -0.11, -0.93], [-0.48, -0.66, -0.53], [-0.25, -1.23, -0.45], [-0.07, 0.05, 0.08], [-0.20, 0.19, 0.13], [0.02, 0.23, -0.06], [0.17, 0.01, -0.51], [-0.42, 0.63, 0.61], [-0.23, 0.26, 0.21], [0.09, 0.02, -0.16], [-0.36, -0.44, -0.59], [0.21, -0.09, -0.19], [0.12, 0.01, -0.17], [2.38, 3.36, 0.73], [-0.14, 0.05, 0.01], [0.08, 0.07, 0.15], [0.18, -0.26, -0.06], [0.27, 0.02, -0.11], [-0.01, -0.26, 0.05], [0.15, -0.69, -0.35], [0.18, 0.33, -0.07], [0.09, -0.01, -0.09], [0.12, 0.04, -0.10], [0.01, 0.29, 0.01], [0.05, -0.04, 0.03], [0.02, 0.01, 0.12], [-0.11, 0.02, -0.26], [0.17, -0.05, 0.09], [0.05, -0.13, -0.11], [0.15, -0.10, 0.05], [0.12, 0.00, -0.06], [0.08, -0.02, 0.11], [-0.17, -0.05, 0.07], [0.12, -0.05, 0.07], [0.00, 0.10, -0.04], [0.00, -0.16, 0.04], [0.00, 0.03, -0.09], [0.03, 0.13, 0.05], [0.02, -0.07, -0.02], [-0.05, -0.05, -0.04], [0.04, -0.25, -0.17], [0.04, 0.00, 0.15], [-0.21, 0.00, -0.17], [-0.02, -0.12, 0.06], [-0.04, 0.11, 0.12], [0.02, 0.07, 0.01], [-0.08, 0.04, 0.04], [0.03, 0.06, 0.07], [0.13, 0.05, 0.07], [-0.10, 0.25, 0.00], [-0.11, -0.05, 0.10], [-0.05, 0.03, -0.09], [0.06, -0.07, -0.12], [0.01, 0.07, 0.07], [0.02, -0.01, -0.03]],
  "mulliken_spin": [0.972, -0.008, -0.025, -0.014, 0.118, -0.037, 0.000, 0.014, -0.006, -0.003, -0.001, -0.009, 0.000, 0.005, -0.003, 0.008, 0.040, 0.011, -0.034, -0.042, -0.005, 0.002, -0.003, 0.000, 0.014, 0.012, 0.005, -0.008, -0.007, -0.006, -0.007, 0.004, 0.002, 0.004, -0.005, -0.010, -0.002, 0.029, 0.023, 0.000, 0.000, -0.024, 0.001, 0.000, 0.002, 0.002, 0.003, 0.000, -0.001, 0.000, 0.001, 0.002, 0.000, 0.000, 0.001, -0.001, -0.001, 0.002, -0.006, -0.001, -0.003, 0.000, 0.000, 0.000, -0.001, 0.001, -0.005, 0.000, 0.000, 0.000, 0.000, 0.000, 0.000]
}

=====

{
  "formula": "C33H34N5O3S11Tc",
  "method": "wB97M-V/def2-TZVPD",
  "molar_mass_da": 999.40,
  "total_charge": -1,
  "energy_ha": -6238.4084,
  "homo_energy_ev": [-4.4, -4.5],
  "multiplicity": 2,
  "relative_energy_kj_mol": 185.38,
  "species": ["Tc", "S", "S", "S", "S", "S", "S", "S", "S", "S", "S", "S", "O", "O", "O", "N", "N", "N", "N", "N", "C", "C", "C", "C", "C", "C", "C", "C", "C", "C", "C", "C", "C", "C", "C", "C", "C", "C", "C", "C", "C", "C", "C", "C", "C", "C", "C", "C", "C", "C", "C", "C", "C", "H", "H", "H", "H", "H", "H", "H", "H", "H", "H", "H", "H", "H", "H", "H", "H", "H", "H", "H", "H", "H", "H", "H", "H", "H", "H", "H", "H", "H", "H", "H", "H", "H", "H"],
  "xyz": [[1.154842, 0.971196, 1.048874], [2.014371, -2.716773, -0.737965], [-2.868563, 3.095854, -6.573166], [-2.828101, -1.961719, -3.641852], [1.990552, -0.950737, 2.139621], [-2.967412, 0.269244, -5.632323], [-2.544887, 2.358771, -3.710686], [1.180533, 0.249671, -1.187400], [3.284974, -5.064635, -2.052075], [-2.287864, 0.524224, -1.368266], [4.880366, -0.829833, 2.977062], [3.478059, 1.285182, 1.366540], [0.697174, 1.983254, 2.675352], [0.777937, 3.198366, 4.521236], [0.452769, 2.783429, 0.156066], [-1.117577, 4.215926, -0.624757], [2.491716, -1.308033, -2.812001], [2.982411, -2.550128, -3.080873], [0.989469, 4.051302, -1.637695], [-1.501564, 0.056833, 3.747299], [2.824234, -3.488657, -2.093150], [-0.321341, -1.318536, 5.357840], [1.601434, -0.466625, 6.531425], [-4.953967, -3.453598, 4.423384], [-2.975624, -2.380143, 1.379977], [2.369920, 3.617519, -1.471902], [-2.749088, -0.242234, -3.970671], [-3.847463, -3.062807, 2.211972], [-1.441531, 5.482953, -1.247905], [4.677603, -3.917193, -6.114450], [3.930908, -3.881277, -4.945255], [-2.801602, 1.967376, -5.378902], [0.689096, -1.479666, 6.287397], [5.184882, -2.757333, -6.672135], [0.652909, 2.120676, 3.986977], [0.550544, 0.857831, 4.806009], [-2.202915, -1.364174, 1.903371], [4.916849, -1.538139, -6.067339], [-2.119530, 3.736601, 0.316593], [3.705736, -2.663126, -4.313247], [-3.232888, -1.646446, 4.069058], [0.635099, 4.332415, -3.021124], [-1.081201, -2.284585, -3.255596], [-0.421436, -0.145238, 4.605323], [4.183050, -1.485193, -4.897120], [3.565843, -0.216970, 2.234591], [1.520863, 0.696774, 5.786583], [-2.305742, -1.003717, 3.243642], [-3.479943, -1.176491, 5.477345], [1.960092, -1.212919, -1.650426], [-2.537296, 0.722249, -3.027470], [0.094585, 3.623823, -0.696588], [-3.988468, -2.702497, 3.546034], [-1.356898, 0.799879, 3.084191], [-2.908011, -0.278677, 5.698307], [-0.482558, -2.168243, -4.157494], [-3.209650, -1.942150, 6.208832], [-0.760015, -1.587919, -2.483310], [-2.345740, 4.521422, 1.044369], [2.611619, 3.556522, -0.414269], [-1.745699, 2.868736, 0.841096], [2.226538, 1.504086, 5.933773], [-5.373071, -4.301644, 3.884392], [-2.158523, 5.355396, -2.063265], [5.779406, -2.798209, -7.575712], [-1.018010, -3.309810, -2.891805], [1.033679, 5.301838, -3.330560], [-1.896983, 6.128078, -0.493726], [0.766856, -2.413025, 6.831420], [5.281471, -0.617300, -6.503163], [-4.445079, -3.874490, 1.814486], [-3.027282, 3.455758, -0.215550], [-0.547001, 5.974123, -1.620061], [3.021357, 4.348019, -1.952168], [4.858819, -4.871100, -6.592313], [-4.541513, -0.956268, 5.608491], [-0.435882, 4.320658, -3.165459], [2.544014, 2.637283, -1.924990], [3.529078, -4.787620, -4.529787], [1.057766, 3.559348, -3.668750], [2.375128, -0.585411, 7.278058], [-5.778847, -2.814551, 4.747733], [3.966503, -0.542973, -4.422225], [-1.504321, -0.827376, 1.269107], [-1.026093, -2.120291, 5.187640], [-2.896643, -2.641039, 0.333464], [-4.457228, -3.825096, 5.322017]],
  "atomic_forces_ev_per_a": [[2.44, 0.19, 0.17], [0.18, 0.23, -0.54], [-0.03, 0.24, -0.22], [0.12, 0.07, 0.04], [-0.64, 0.72, -0.42], [0.12, 0.32, 0.19], [0.02, -0.33, -0.04], [-0.68, 0.85, 1.06], [0.04, -0.19, 0.14], [0.03, 0.13, 0.61], [-0.15, 0.15, -0.12], [-1.47, -0.09, -0.31], [-0.66, -0.74, -1.18], [-0.06, -0.09, -0.27], [-0.37, -0.05, 0.06], [0.15, -0.19, 0.12], [-0.07, 0.44, -0.29], [-0.11, -0.08, 0.30], [0.08, -0.22, -0.05], [0.16, 0.15, -0.23], [-0.12, 0.21, 0.02], [0.06, -0.02, -0.12], [0.09, 0.02, 0.04], [0.03, 0.09, -0.03], [-0.05, -0.04, -0.03], [-0.01, 0.00, 0.05], [-0.04, 0.01, 0.04], [-0.02, 0.02, 0.02], [0.00, 0.07, -0.03], [0.01, 0.01, -0.02], [-0.12, 0.05, 0.11], [-0.01, -0.30, 0.18], [0.06, -0.03, 0.08], [0.04, 0.01, -0.08], [0.38, -0.08, 0.93], [-0.30, -0.06, -0.26], [0.26, 0.22, 0.03], [-0.03, -0.01, 0.05], [0.00, -0.04, -0.01], [0.11, 0.13, -0.21], [-0.06, 0.13, 0.04], [0.02, -0.04, -0.06], [-0.17, 0.03, -0.18], [0.08, 0.01, 0.25], [-0.05, -0.15, 0.19], [0.37, -0.43, 0.26], [-0.04, 0.01, -0.09], [-0.14, -0.15, 0.02], [0.02, -0.06, -0.06], [0.45, -1.17, 0.48], [-0.11, -0.09, -0.49], [0.09, 0.31, -0.04], [0.05, -0.11, -0.03], [0.02, 0.07, -0.10], [-0.03, -0.01, 0.01], [0.08, -0.03, 0.05], [-0.02, 0.03, 0.04], [-0.03, -0.03, 0.05], [0.06, 0.00, -0.04], [0.06, 0.06, -0.04], [0.01, -0.09, -0.01], [0.02, -0.02, 0.01], [-0.03, -0.01, 0.03], [0.04, 0.01, -0.02], [-0.03, -0.01, -0.01], [0.04, 0.00, 0.01], [-0.02, -0.01, -0.01], [0.00, 0.00, -0.01], [-0.06, 0.00, 0.01], [0.02, 0.00, 0.00], [0.00, -0.02, 0.01], [-0.02, -0.02, -0.02], [-0.04, 0.00, 0.03], [-0.01, 0.03, 0.01], [-0.02, -0.01, 0.01], [0.00, 0.00, 0.06], [-0.10, -0.03, -0.04], [0.00, 0.03, 0.00], [0.02, -0.04, 0.02], [-0.01, 0.00, 0.02], [0.01, -0.01, -0.02], [-0.01, -0.01, 0.03], [0.04, 0.07, 0.00], [0.00, -0.05, -0.08], [0.03, 0.01, -0.01], [0.02, 0.07, -0.05], [-0.05, -0.02, 0.02]],
  "mulliken_spin": [1.079, -0.002, 0.000, -0.001, 0.024, -0.002, 0.000, -0.147, -0.006, -0.025, 0.115, -0.063, 0.036, 0.005, 0.014, 0.002, -0.039, -0.005, 0.002, -0.001, 0.001, 0.000, -0.002, 0.000, -0.001, 0.000, -0.013, 0.001, 0.000, 0.001, -0.001, 0.000, 0.000, -0.001, 0.029, 0.006, -0.018, 0.001, -0.003, 0.001, 0.000, -0.001, -0.001, -0.006, -0.001, -0.024, 0.002, 0.001, 0.000, 0.020, 0.006, -0.003, 0.000, -0.002, 0.000, 0.000, 0.000, 0.002, 0.000, 0.001, 0.002, 0.000, 0.000, 0.000, 0.000, 0.000, 0.000, 0.000, 0.000, 0.000, 0.000, 0.000, 0.000, 0.000, 0.000, 0.000, 0.000, -0.002, 0.000, 0.000, 0.000, 0.000, 0.000, 0.018, 0.000, 0.000, 0.000]
}